(1)
Density functional theory data (ωB97M-V/def2-TZVPD) for the ion C5H11NO with charge +1 at a distorted geometry.

Each line ends with the natural charge from an NBO analysis.
Atoms and positions in Å:
C  1.4130  0.8951  0.0078  -0.49
N  0.7148  -0.3665  0.0685  0.06
C  0.8729  -1.1409  1.2821  -0.46
C  -1.6480  0.2690  0.3595  -0.62
C  -0.6286  -0.3984  -0.5457  -0.18
C  -0.5905  0.2220  -1.9507  0.39
O  -1.3077  1.1370  -2.2319  -0.43
H  1.8730  1.1930  0.9497  0.26
H  2.2297  0.8121  -0.7220  0.28
H  0.7577  1.6938  -0.3279  0.26
H  0.8879  -0.4828  2.1497  0.26
H  1.8768  -1.5900  1.2706  0.27
H  0.0998  -1.8910  1.3543  0.25
H  -2.6305  0.2703  -0.1078  0.28
H  -1.3785  1.2997  0.5671  0.24
H  -1.7585  -0.2655  1.2935  0.23
H  -0.8392  -1.4569  -0.6843  0.25
H  0.0562  -0.1999  -2.7323  0.16

Summary:
energy relative to the best compared isomer or geometry (same formula, charge and spin)	140.0	kJ/mol
charge	+1
<S²>	0.754
largest force on an atom	2.379	eV Å⁻¹
spin multiplicity	2
Kohn-Sham gap (alpha / beta)	11.1443 / 6.9339	eV
HOMO (alpha / beta)	-14.564 / -14.562	eV



(2)
Density functional theory data (ωB97M-V/def2-TZVPD) for the molecule C5H11NO2 at a distorted geometry.

Each line ends with the natural charge from an NBO analysis.
Atoms and positions in Å:
C  1.5971  0.2268  2.0676  -0.43
N  0.5859  -0.3922  1.1855  -0.64
C  0.5037  0.0729  -0.2030  -0.16
C  1.7279  0.0678  -1.0598  0.42
O  1.7967  0.8971  -1.9357  -0.51
C  -0.7503  -0.5553  -0.8709  -0.41
C  -2.0139  0.1916  -0.5909  -0.06
O  -3.0048  -0.1833  -1.5561  -0.72
H  2.3844  -0.4772  2.3817  0.19
H  2.2319  0.9590  1.5759  0.20
H  1.0414  0.5590  2.9266  0.20
H  0.5504  -1.4059  1.1822  0.36
H  0.2367  1.1646  -0.0584  0.21
H  2.4684  -0.6980  -0.8037  0.11
H  -0.5320  -0.6150  -1.9258  0.23
H  -0.8238  -1.6342  -0.5105  0.20
H  -1.9050  1.3041  -0.6102  0.16
H  -2.4523  -0.0134  0.3879  0.17
H  -3.6422  0.5316  -1.5824  0.47

Summary:
energy relative to the best compared isomer or geometry (same formula, charge and spin)	231.1	kJ/mol
charge	0
largest force on an atom	3.246	eV Å⁻¹
Kohn-Sham gap	9.7514	eV
HOMO	-8.901	eV



(3)
Density functional theory data (ωB97M-V/def2-TZVPD) for the molecule C5H11NO2 at a distorted geometry.

Each line ends with the natural charge from an NBO analysis.
Atoms and positions in Å:
C  -1.6636  -0.0660  -1.8165  -0.73
C  -0.5660  0.6301  -1.0226  0.64
O  -0.3312  1.8191  -1.1607  -0.57
C  0.1003  -0.3441  -0.0887  -0.19
C  1.3898  -0.8382  -0.7313  -0.61
N  0.3318  0.6240  1.0713  -0.16
C  0.7758  -0.0765  2.2560  -0.43
O  -0.7837  1.4344  1.4342  -0.60
H  -1.8249  0.4521  -2.7577  0.23
H  -2.5545  -0.0162  -1.1846  0.25
H  -1.4495  -1.1104  -2.0239  0.22
H  -0.5599  -1.1695  0.2182  0.19
H  1.9140  -1.5197  -0.0649  0.22
H  2.0480  0.0000  -0.9449  0.23
H  1.1617  -1.3404  -1.6691  0.22
H  0.0771  -0.8657  2.5647  0.16
H  1.7629  -0.4939  2.0704  0.20
H  0.8647  0.6506  3.0600  0.22
H  -0.6926  2.2302  0.7902  0.50

Summary:
energy relative to the best compared isomer or geometry (same formula, charge and spin)	297.5	kJ/mol
charge	0
largest force on an atom	3.521	eV Å⁻¹
Kohn-Sham gap	9.4054	eV
HOMO	-8.554	eV



(4)
Density functional theory data (ωB97M-V/def2-TZVPD) for a structure of composition C5H11NO2 at a distorted geometry.

Each line ends with the natural charge from an NBO analysis.
Atoms and positions in Å:
C  -0.2971  1.0610  -1.3829  -0.54
C  -0.0534  -0.3986  -1.7900  0.06
O  -0.6186  -0.7132  -2.8665  -0.33
C  0.3492  1.4109  -0.1079  0.30
N  -0.2612  1.9373  0.8719  -0.56
C  -0.5924  0.5094  1.2769  -0.28
C  0.5209  -0.3500  1.8662  -0.65
O  0.1816  -2.0790  -0.1055  -0.86
H  -0.0417  1.7983  -2.1512  0.28
H  -1.3770  1.1725  -1.2713  0.25
H  1.0272  -0.6674  -1.8086  0.21
H  -0.3844  -1.1663  -0.9801  0.41
H  0.2968  -3.0327  -0.2171  0.49
H  1.4494  1.4830  -0.0794  0.15
H  -1.2622  0.6653  2.1252  0.24
H  -1.2140  -0.0739  0.5851  0.18
H  1.2076  0.3614  2.3286  0.21
H  0.0988  -0.9735  2.6445  0.21
H  0.9706  -0.9445  1.0621  0.24

Summary:
energy relative to the best compared isomer or geometry (same formula, charge and spin)	985.9	kJ/mol
charge	0
largest force on an atom	9.135	eV Å⁻¹
Kohn-Sham gap	4.6258	eV
HOMO	-7.793	eV



(5)
Density functional theory data (ωB97M-V/def2-TZVPD) for the molecule C5H11NO2 at a distorted geometry.

Each line ends with the natural charge from an NBO analysis.
Atoms and positions in Å:
C  2.6977  -0.1322  -0.9598  -0.61
C  1.2565  -0.3639  -0.4890  -0.40
C  0.3225  0.7867  -0.8428  -0.42
C  -1.2019  0.6309  -0.3620  -0.21
N  -1.3266  0.3369  1.1117  -0.65
C  -2.0164  -0.6510  1.7276  0.88
O  -1.7537  -1.3777  2.6684  -0.64
O  -3.2615  -0.6678  1.1946  -0.72
H  2.9935  -0.2749  -1.9937  0.21
H  3.2488  -0.7306  -0.2643  0.21
H  3.0636  0.8639  -0.6842  0.20
H  0.9586  -1.3818  -0.8660  0.21
H  1.3185  -0.2755  0.5674  0.19
H  0.2876  1.0723  -1.8951  0.22
H  0.7673  1.7126  -0.4551  0.20
H  -1.5504  1.6615  -0.3749  0.21
H  -1.6830  -0.1809  -0.9022  0.21
H  -0.3533  0.5045  1.3964  0.39
H  -3.7679  -1.5331  1.4232  0.50

Summary:
energy relative to the best compared isomer or geometry (same formula, charge and spin)	112.1	kJ/mol
charge	0
largest force on an atom	3.396	eV Å⁻¹
Kohn-Sham gap	10.5794	eV
HOMO	-9.771	eV



(6)
Density functional theory data (ωB97M-V/def2-TZVPD) for the molecule C5H11NO2 at a distorted geometry.

Each line ends with the natural charge from an NBO analysis.
Atoms and positions in Å:
C  -0.2996  0.6719  1.8297  -0.62
C  -0.1204  -0.6433  1.0507  -0.23
C  -1.0811  -1.7369  1.5011  -0.62
C  -0.3383  -0.3271  -0.4558  -0.15
N  -1.5797  0.3732  -0.7487  -0.84
C  0.8530  0.4564  -1.0361  0.78
O  0.8833  1.5910  -1.4179  -0.59
O  1.9348  -0.3559  -1.0069  -0.69
H  -0.7431  0.6511  2.8240  0.22
H  0.6731  1.1704  1.8767  0.21
H  -1.0228  1.3108  1.3111  0.21
H  0.8538  -1.0772  1.2700  0.22
H  -1.3809  -1.6360  2.5611  0.21
H  -2.0842  -1.7556  1.0686  0.22
H  -0.6367  -2.7307  1.4485  0.21
H  -0.3860  -1.2642  -1.0236  0.22
H  -1.4441  1.3719  -0.6895  0.38
H  -1.9844  0.0921  -1.6114  0.37
H  2.7025  0.1814  -1.1972  0.49

Summary:
energy relative to the best compared isomer or geometry (same formula, charge and spin)	50.3	kJ/mol
charge	0
largest force on an atom	1.680	eV Å⁻¹
Kohn-Sham gap	10.2811	eV
HOMO	-9.538	eV



(7)
Density functional theory data (ωB97M-V/def2-TZVPD) for the molecule C5H11NO2 at a distorted geometry.

Each line ends with the natural charge from an NBO analysis.
Atoms and positions in Å:
C  0.9503  2.2423  0.3073  -0.63
C  0.4034  1.0851  1.1815  -0.21
N  0.3024  -0.1210  0.4297  -0.45
C  0.3835  -1.2915  1.1641  -0.45
C  -0.6926  -0.2549  -0.6267  -0.33
C  -0.6579  -1.4025  -1.5987  0.79
O  -0.2876  -2.5162  -1.6069  -0.57
O  -1.1796  -1.0059  -2.8336  -0.73
H  1.8293  2.7217  0.8731  0.21
H  0.1608  3.0178  0.3905  0.20
H  1.1589  2.0821  -0.7306  0.22
H  -0.4523  1.4251  1.7274  0.16
H  1.0220  0.9668  2.0019  0.20
H  -0.0136  -2.1973  0.5682  0.23
H  -0.2211  -1.6489  2.0576  0.17
H  1.4284  -1.4906  1.4552  0.20
H  -1.0403  0.7603  -1.1658  0.26
H  -1.7055  -0.5435  -0.1627  0.20
H  -1.3884  -1.8288  -3.4315  0.50

Summary:
energy relative to the best compared isomer or geometry (same formula, charge and spin)	280.4	kJ/mol
charge	0
largest force on an atom	5.410	eV Å⁻¹
Kohn-Sham gap	9.3453	eV
HOMO	-8.588	eV



(8)
Density functional theory data (ωB97M-V/def2-TZVPD) for a cluster of 2 separate species, C5H11NO2 in total at a distorted geometry.

Each line ends with the natural charge from an NBO analysis.
Atoms and positions in Å:
C  -0.7213  -1.1336  -1.4521  -0.30
C  0.6096  -0.9390  1.4905  -0.64
C  -1.6284  0.3662  0.3246  -0.71
N  0.3564  -0.3342  -1.6515  -0.47
C  0.9499  0.3811  -0.6787  0.26
C  0.4568  0.3036  0.6517  0.29
O  1.5501  1.5481  -1.1477  -0.71
O  0.7504  1.4090  1.4414  -0.71
H  2.3918  1.6573  -0.6886  0.49
H  0.5517  2.2056  0.9321  0.48
H  0.5114  0.0357  -2.5810  0.41
H  -0.6954  -1.8672  -0.6691  0.19
H  -1.2476  -1.4290  -2.3487  0.19
H  0.5062  -1.8471  0.9032  0.22
H  1.6053  -0.9405  1.9423  0.22
H  -0.1276  -0.9450  2.2937  0.22
H  -2.4024  -0.3940  0.2728  0.20
H  -1.6186  0.7458  1.3458  0.18
H  -1.7984  1.1773  -0.3806  0.19

Summary:
energy relative to the best compared isomer or geometry (same formula, charge and spin)	488.6	kJ/mol
charge	0
largest force on an atom	1.034	eV Å⁻¹
Kohn-Sham gap (alpha / beta)	7.5269 / 7.5286	eV
HOMO (alpha / beta)	-6.863 / -6.865	eV



(9)
Density functional theory data (ωB97M-V/def2-TZVPD) for a structure of composition C5H11NO2 at a distorted geometry.

Each line ends with the natural charge from an NBO analysis.
Atoms and positions in Å:
C  0.3630  -0.9987  -0.7161  0.03
C  1.8673  -0.9979  -0.8116  -0.66
O  -0.1771  -1.9366  0.1693  -0.71
H  0.3783  -1.9837  0.9565  0.47
H  -0.0963  -1.1681  -1.6937  0.18
H  -0.8840  0.1225  -0.6908  0.29
H  2.2060  -0.1690  -1.4315  0.25
H  2.2214  -1.9415  -1.2342  0.22
H  2.3248  -0.8816  0.1752  0.20
C  0.1304  0.8411  1.3634  -0.71
C  0.0666  0.8825  -0.1426  0.40
C  -1.9763  1.0647  -0.5001  0.01
N  -2.8511  0.9084  0.3777  -0.58
O  0.6525  1.6909  -0.8466  -0.64
H  -2.6203  0.2132  1.0901  0.35
H  -2.0520  1.7879  -1.3160  0.19
H  -0.3008  1.7619  1.7565  0.24
H  -0.4243  0.0185  1.8114  0.22
H  1.1721  0.7855  1.6832  0.24

Summary:
energy relative to the best compared isomer or geometry (same formula, charge and spin)	534.3	kJ/mol
charge	0
largest force on an atom	2.991	eV Å⁻¹
Kohn-Sham gap	8.4101	eV
HOMO	-7.900	eV



(10)
Density functional theory data (ωB97M-V/def2-TZVPD) for a cluster of 2 separate species, C5H11NO2 in total at a distorted geometry.

Each line ends with the natural charge from an NBO analysis.
Atoms and positions in Å:
C  -0.8141  -0.9867  0.1173  0.20
C  0.8232  0.5704  0.4072  -0.02
C  -1.6209  0.2631  0.6328  -0.26
C  1.8846  -0.4355  0.7185  -0.68
C  0.9164  1.2677  -0.9061  -0.69
O  -0.5684  -1.2683  -1.1727  -0.69
N  -2.4534  -0.8824  0.2738  0.01
O  -3.0117  -0.8152  -0.8888  -0.55
H  -1.4547  -1.0879  -1.6243  0.50
H  -0.4036  -1.6561  0.8603  0.20
H  0.5529  1.1977  1.2503  0.18
H  -1.7267  1.1262  -0.0149  0.22
H  -1.5379  0.4224  1.7013  0.22
H  0.2124  2.0949  -0.9913  0.22
H  2.8462  0.0818  0.8450  0.23
H  1.6899  -0.9723  1.6480  0.22
H  2.0024  -1.1549  -0.0933  0.23
H  0.7355  0.5624  -1.7218  0.25
H  1.9281  1.6727  -1.0412  0.23

Summary:
energy relative to the best compared isomer or geometry (same formula, charge and spin)	675.2	kJ/mol
charge	0
largest force on an atom	1.471	eV Å⁻¹
Kohn-Sham gap (alpha / beta)	8.3621 / 7.0844	eV
HOMO (alpha / beta)	-8.374 / -7.761	eV



(11)
Density functional theory data (ωB97M-V/def2-TZVPD) for the molecule C5H11NO2S at a distorted geometry.

Each line ends with the natural charge from an NBO analysis.
Atoms and positions in Å:
C  -2.3283  -0.2222  1.0006  -0.34
C  -1.0014  -0.0003  0.9826  -0.22
C  -0.2009  0.6999  -0.0100  -0.09
C  -0.5898  0.7501  -1.4136  -0.67
N  0.2160  2.0706  0.4108  -0.79
S  1.4696  -0.2193  0.1098  2.09
C  1.0815  -1.9471  -0.2250  -0.87
O  2.4043  -0.0721  -0.9868  -0.95
O  1.9228  0.1163  1.4297  -0.95
H  -2.7167  -0.8089  1.7817  0.20
H  -3.0890  0.1432  0.3383  0.20
H  -0.3127  -0.2453  1.7570  0.22
H  0.3561  0.3545  -1.8895  0.24
H  -1.4490  0.1438  -1.7168  0.23
H  -0.7012  1.7480  -1.8143  0.24
H  0.8236  2.0570  1.2381  0.38
H  0.8902  2.2677  -0.2584  0.35
H  2.0074  -2.4103  -0.1512  0.25
H  0.4217  -2.3059  0.6512  0.24
H  0.7960  -2.1198  -1.2342  0.25

Summary:
energy relative to the best compared isomer or geometry (same formula, charge and spin)	295.2	kJ/mol
charge	0
largest force on an atom	4.100	eV Å⁻¹
Kohn-Sham gap	10.2625	eV
HOMO	-9.625	eV



(12)
Density functional theory data (ωB97M-V/def2-TZVPD) for a cluster of 2 separate species, C5H11NO3 in total at a distorted geometry.

Each line ends with the natural charge from an NBO analysis.
Atoms and positions in Å:
C  0.6733  1.9768  -0.9826  -0.41
N  0.2906  1.2230  0.2012  -0.63
C  -1.0760  1.1187  0.5275  0.91
O  -1.9949  1.1144  -0.2578  -0.64
O  -1.2256  1.1954  1.8606  -0.69
H  0.4592  1.3498  -1.8495  0.20
H  1.7453  2.1699  -0.9403  0.21
H  0.0882  2.8935  -1.0749  0.20
H  0.8702  1.3395  1.0256  0.41
H  -2.1653  0.9900  2.0139  0.50
C  1.9866  -1.1113  0.6935  -0.56
C  0.8634  -0.9424  -0.0281  0.18
O  -0.4636  -1.3991  0.5259  -0.58
C  -1.2903  -2.0050  -0.4506  -0.25
H  1.9699  -0.9928  1.7717  0.20
H  2.9179  -1.3710  0.2087  0.22
H  0.8838  -1.0516  -1.1057  0.18
H  -1.5389  -1.2982  -1.2527  0.18
H  -2.2149  -2.3419  0.0265  0.20
H  -0.7788  -2.8577  -0.9129  0.17

Summary:
energy relative to the best compared isomer or geometry (same formula, charge and spin)	278.5	kJ/mol
charge	0
largest force on an atom	4.342	eV Å⁻¹
Kohn-Sham gap	9.1280	eV
HOMO	-8.283	eV